The following is a DFT calculation (ωB97M-V/def2-TZVPD) of C7H14N2O2 in the gas phase at a distorted geometry.

XYZ file:
```
25
Properties=species:S:1:pos:R:3
C -0.1227 -1.1693 2.4631
O -2.3646 -1.0279 -2.8451
O -2.5565 0.7971 -1.5205
H -0.9012 -0.5636 2.9707
C 0.1738 1.2770 -1.8716
H 1.7624 0.2489 -0.7204
H -3.3342 -0.8626 -2.7779
H -1.9139 1.0238 1.3229
C 0.8649 0.8455 -0.5054
H -0.2327 -0.4378 -3.3164
H 0.9745 1.7972 -2.4802
C -0.5742 0.2908 -2.6294
H -0.0007 -2.1727 2.8053
C 1.1490 -1.9294 0.6355
H -0.4869 1.4335 2.2412
H -0.9425 2.2495 0.8015
C -0.9298 1.3321 1.1969
N -1.7585 0.1064 -2.1992
C 0.3070 -0.8450 1.2080
H 1.3875 -2.6440 1.4082
H 1.3030 1.8465 -0.2252
H 0.5922 -2.4814 -0.0955
N -0.0901 0.2870 0.5374
H -0.6127 2.0825 -1.7264
H 2.0393 -1.4589 0.2491
```

Properties
multiplicity	3
maximum force	11.27	eV/Å
orbital gap (spin up / spin down)	6.799 / 5.864	eV
energy relative to the best compared isomer or geometry (same formula, charge and spin)	0.00	kcal/mol
E	-14552.80422	eV

For reference, the natural (NBO) charges in units of e are: number 1, C, carries -0.555; number 2, O, carries -0.578; number 3, O, carries -0.315; number 4, H, carries 0.189; number 5, C, carries -0.489; number 6, H, carries 0.211; number 7, H, carries 0.484; number 8, H, carries 0.208; number 9, C, carries -0.206; number 10, H, carries 0.219; number 11, H, carries 0.230; number 12, C, carries -0.019; number 13, H, carries 0.194; number 14, C, carries -0.635; number 15, H, carries 0.188; number 16, H, carries 0.203; number 17, C, carries -0.392; number 18, N, carries 0.206; number 19, C, carries 0.215; number 20, H, carries 0.228; number 21, H, carries 0.188; number 22, H, carries 0.219; number 23, N, carries -0.429; number 24, H, carries 0.234; number 25, H, carries 0.203

=====

The following is a DFT calculation (ωB97M-V/def2-TZVPD) of 2 unconnected molecules or ions with the total composition C8H11N3O at a distorted geometry.

XYZ file:
```
23
Properties=species:S:1:pos:R:3
H -0.3130 1.0722 -2.5663
H -0.8423 2.4328 1.1987
H 0.4127 -2.6387 0.4224
H 2.5553 -1.6066 -1.0128
H -1.1730 -2.0862 1.7228
C -1.3191 -0.9909 1.5236
H -2.2833 -0.6640 1.4574
C -2.0994 0.8627 -0.5627
C 1.0421 -0.4944 -1.8468
N -2.9787 1.6297 -0.5092
H -0.9213 -0.3373 2.3544
H 1.1761 -1.3275 1.1983
N 0.7237 1.3960 1.3688
H 2.0107 1.2352 0.0016
H 1.7500 -0.3113 -2.6159
C -0.2416 0.1984 -1.8460
C -0.9483 0.1215 -0.7360
H 0.1216 2.3440 -0.5257
N -0.6712 -0.8664 0.2151
C 1.4880 -1.3458 -0.9605
C 0.6257 -1.6212 0.2808
C -0.0483 2.0517 0.5899
O 1.9338 0.9462 0.8482
```

Properties
maximum force	4.66	eV/Å
orbital gap	7.745	eV
energy relative to the best compared isomer or geometry (same formula, charge and spin)	106.15	kcal/mol
structure (SMILES)	CN1CC=CC=C1C#N.C=NO
E	-14986.84455	eV

For reference, the natural (NBO) charges in units of e are: number 1, H, carries 0.230; number 2, H, carries 0.223; number 3, H, carries 0.190; number 4, H, carries 0.220; number 5, H, carries 0.205; number 6, C, carries -0.404; number 7, H, carries 0.207; number 8, C, carries 0.262; number 9, C, carries -0.251; number 10, N, carries -0.277; number 11, H, carries 0.209; number 12, H, carries 0.206; number 13, N, carries -0.107; number 14, H, carries 0.445; number 15, H, carries 0.212; number 16, C, carries -0.271; number 17, C, carries 0.054; number 18, H, carries 0.193; number 19, N, carries -0.394; number 20, C, carries -0.164; number 21, C, carries -0.238; number 22, C, carries -0.202; number 23, O, carries -0.549

=====

The following is a DFT calculation (ωB97M-V/def2-TZVPD) of a molecular structure, C5H10O2.

XYZ file:
```
17
Properties=species:S:1:pos:R:3
H 1.0409 1.2063 0.5362
H -0.9868 1.9232 -0.7616
C -1.2299 0.9985 -0.2273
H 2.1812 1.7225 -0.6936
H 2.2083 -0.9411 0.4621
C -1.1048 -1.2457 -0.5334
H -0.4112 0.7339 1.8460
C 1.3060 -0.6568 -0.0636
C -0.0109 -0.9540 0.4894
H -0.8421 -2.0061 -1.2768
O -1.3005 -0.0269 -1.2114
H 1.3937 -0.5266 -1.1376
O 2.1691 1.2566 0.1583
H -2.0166 -1.5646 -0.0026
H -0.0012 -1.6044 1.3661
H -2.2131 1.1310 0.2547
C -0.1821 0.5540 0.7951
```

Properties
maximum force	0.43	eV/Å
orbital gap	8.116	eV
energy relative to the best compared isomer or geometry (same formula, charge and spin)	130.82	kcal/mol
E	-9437.36993	eV

For reference, the natural (NBO) charges in units of e are: number 1, H, carries 0.429; number 2, H, carries 0.185; number 3, C, carries -0.078; number 4, H, carries 0.457; number 5, H, carries 0.228; number 6, C, carries -0.064; number 7, H, carries 0.233; number 8, C, carries 0.019; number 9, C, carries -0.356; number 10, H, carries 0.191; number 11, O, carries -0.527; number 12, H, carries 0.214; number 13, O, carries -0.957; number 14, H, carries 0.172; number 15, H, carries 0.226; number 16, H, carries 0.167; number 17, C, carries -0.539

=====

The following is a DFT calculation (ωB97M-V/def2-TZVPD) of a molecular structure, C18H22AsBrNO2PtS2.

XYZ file:
```
48
Properties=species:S:1:pos:R:3
S 0.2413 3.1914 -0.4127
H -5.0116 1.4803 -1.6848
H 5.7050 4.6171 -0.4050
H -2.2907 -4.2100 -1.9613
C 1.9513 3.5802 -0.3869
S 2.5880 0.8887 -0.1572
C -1.7583 0.6366 2.4707
C 1.5694 -2.7324 -0.6849
H 0.5831 -2.8807 3.5865
H 5.0633 2.2422 -0.2115
C -2.7226 0.8940 1.3048
C 2.9554 2.6016 -0.2824
C 1.9010 -2.4036 -2.1378
C -4.9073 1.3446 0.4726
H -0.5526 -4.3419 -1.7346
C -4.3949 1.3177 -0.8129
H 1.7568 -2.8043 2.2748
O -2.2884 0.4582 3.5674
H -4.4047 1.1084 2.5750
H 1.3492 -3.7912 -0.5382
H 1.0732 -2.6544 -2.8064
C 3.6617 5.3087 -0.5060
H -1.2486 -1.9343 -2.1649
H 1.5526 5.6746 -0.5757
C -3.0365 1.0708 -0.9504
Pt 0.2272 0.8832 0.0792
H -0.4703 -3.6541 1.4296
H 0.9636 -1.3248 2.8428
O -0.5247 0.6190 2.1884
N -2.2269 0.8795 0.0670
H 2.4041 -2.4721 -0.0330
H -5.9622 1.5398 0.6267
As 0.0521 -1.6891 -0.0550
C -1.3792 -2.4008 -1.1872
C 0.8170 -2.3854 2.6417
Br -2.3109 0.9735 -2.7012
C -4.0697 1.1164 1.5485
C -1.4637 -3.9183 -1.3086
H -1.6288 -4.3971 -0.3429
H -1.2495 -2.1848 2.0223
C -0.3135 -2.5935 1.6370
C 2.3342 4.9271 -0.4967
C 4.2990 3.0071 -0.2930
H 2.1107 -1.3392 -2.2563
C 4.6583 4.3362 -0.4035
H 3.9231 6.3574 -0.5874
H 2.7774 -2.9590 -2.4789
H -2.3025 -1.9832 -0.7776
```

Properties
multiplicity	3
charge	-1
maximum force	0.50	eV/Å
orbital gap (spin up / spin down)	5.069 / 6.567	eV
E	-180409.41721	eV

For reference, the natural (NBO) charges in units of e are: number 1, S, carries -0.309; number 2, H, carries 0.227; number 3, H, carries 0.194; number 4, H, carries 0.205; number 5, C, carries -0.080; number 6, S, carries -0.273; number 7, C, carries 0.735; number 8, C, carries -0.732; number 9, H, carries 0.204; number 10, H, carries 0.204; number 11, C, carries 0.117; number 12, C, carries -0.247; number 13, C, carries -0.623; number 14, C, carries -0.165; number 15, H, carries 0.200; number 16, C, carries -0.283; number 17, H, carries 0.192; number 18, O, carries -0.690; number 19, H, carries 0.251; number 20, H, carries 0.203; number 21, H, carries 0.192; number 22, C, carries -0.246; number 23, H, carries 0.231; number 24, H, carries 0.205; number 25, C, carries 0.163; number 26, Pt, carries 0.724; number 27, H, carries 0.197; number 28, H, carries 0.252; number 29, O, carries -0.737; number 30, N, carries -0.480; number 31, H, carries 0.237; number 32, H, carries 0.212; number 33, As, carries 1.004; number 34, C, carries -0.734; number 35, C, carries -0.622; number 36, Br, carries 0.061; number 37, C, carries -0.222; number 38, C, carries -0.618; number 39, H, carries 0.202; number 40, H, carries 0.233; number 41, C, carries -0.720; number 42, C, carries -0.260; number 43, C, carries -0.213; number 44, H, carries 0.242; number 45, C, carries -0.254; number 46, H, carries 0.194; number 47, H, carries 0.203; number 48, H, carries 0.224

=====

The following is a DFT calculation (ωB97M-V/def2-TZVPD) of 2 unconnected molecules or ions with the total composition C2H7S2 at a distorted geometry.

XYZ file:
```
11
Properties=species:S:1:pos:R:3
H -1.2471 0.0567 0.5514
H 0.3910 -0.0983 0.9909
H -0.6342 -1.6383 1.3190
H 0.1821 1.3843 -0.5001
C -0.5167 -0.7389 0.6103
H 0.6685 -1.8646 -0.9494
H 0.5196 2.6482 1.4505
S 0.3411 0.3189 -1.6948
C -0.1174 -1.0966 -0.7991
H -0.9628 -1.6650 -1.2548
S 1.3757 2.6936 0.2760
```

Properties
charge	-1
maximum force	3.71	eV/Å
orbital gap	6.777	eV
energy relative to the best compared isomer or geometry (same formula, charge and spin)	31.05	kcal/mol
E	-23857.86846	eV

For reference, the natural (NBO) charges in units of e are: number 1, H, carries 0.218; number 2, H, carries 0.234; number 3, H, carries 0.193; number 4, H, carries 0.187; number 5, C, carries -0.645; number 6, H, carries 0.190; number 7, H, carries 0.098; number 8, S, carries -0.249; number 9, C, carries -0.561; number 10, H, carries 0.169; number 11, S, carries -0.834

=====

The following is a DFT calculation (ωB97M-V/def2-TZVPD) of C18H23N5OS in the gas phase.

XYZ file:
```
48
Properties=species:S:1:pos:R:3
H -3.4670 3.7286 -1.1331
N 2.6402 -4.0090 1.6724
H 2.5788 -0.5584 -2.8774
C 0.9101 -8.6926 2.6658
H 2.6982 -5.9974 -0.2531
S 1.5378 -6.0136 3.0718
H 3.8286 -2.6085 0.7235
O 0.5651 1.0771 -2.9383
H 3.9059 -4.1899 -0.0276
H -4.9426 4.5262 0.8164
H 2.7804 -3.2394 -2.6625
N 0.4848 -9.6441 3.1469
H -2.0675 3.8080 1.5695
C -1.5648 2.9260 -0.9421
C -2.5750 3.8937 -0.5166
C 2.2717 -5.2119 1.6721
H -4.2696 4.5582 2.4364
H -4.0398 6.2276 -0.9544
C 3.2201 -3.4736 0.4500
C -0.7354 2.1329 -1.2962
H -3.3232 2.6701 1.1022
C -2.9656 3.6907 0.9542
H -1.1742 5.4900 -0.1830
H 1.5028 -3.8719 -0.7719
H 2.7339 -0.2929 -0.4338
C 1.4478 -7.4831 2.1284
C 2.0342 -1.2268 -2.2167
C 1.7709 -0.6363 -0.8341
C -3.5495 6.1350 1.1395
H 3.8520 -2.2576 -1.6774
H 1.4214 -1.7183 1.0541
C 0.2736 1.1793 -1.7641
C 2.1590 -3.0245 -0.5541
C -2.0939 5.3331 -0.7557
H 0.2480 -2.0146 -0.2278
C -3.1535 6.3402 -0.3202
C 2.8006 -2.5015 -1.8607
H -2.6846 6.3420 1.7793
H 1.0861 -1.4644 -2.7019
N 1.8899 -7.4160 0.9267
N 0.8271 0.4679 -0.7453
C -4.0220 4.7042 1.3831
H 0.4652 0.6748 0.1713
C 1.3084 -1.8507 -0.0232
H -4.3290 6.8446 1.4241
H -2.7842 7.3557 -0.4759
N 2.3378 -6.1735 0.6680
H -1.8393 5.4643 -1.8084
```

Properties
maximum force	0.21	eV/Å
orbital gap	8.964	eV
energy relative to the best compared isomer or geometry (same formula, charge and spin)	65.35	kcal/mol
structure (SMILES)	N#Cc1n[nH]/c(=N\C[C@@H]2CC[C@@H](NC(=O)C#CC3CCCCC3)C2)s1
E	-39370.49015	eV

For reference, the natural (NBO) charges in units of e are: number 1, H, carries 0.226; number 2, N, carries -0.499; number 3, H, carries 0.236; number 4, C, carries 0.236; number 5, H, carries 0.420; number 6, S, carries 0.380; number 7, H, carries 0.204; number 8, O, carries -0.594; number 9, H, carries 0.169; number 10, H, carries 0.194; number 11, H, carries 0.216; number 12, N, carries -0.247; number 13, H, carries 0.199; number 14, C, carries 0.172; number 15, C, carries -0.330; number 16, C, carries 0.263; number 17, H, carries 0.212; number 18, H, carries 0.194; number 19, C, carries -0.234; number 20, C, carries -0.199; number 21, H, carries 0.214; number 22, C, carries -0.381; number 23, H, carries 0.201; number 24, H, carries 0.198; number 25, H, carries 0.183; number 26, C, carries -0.104; number 27, C, carries -0.402; number 28, C, carries -0.042; number 29, C, carries -0.397; number 30, H, carries 0.198; number 31, H, carries 0.221; number 32, C, carries 0.632; number 33, C, carries -0.227; number 34, C, carries -0.381; number 35, H, carries 0.212; number 36, C, carries -0.398; number 37, C, carries -0.405; number 38, H, carries 0.194; number 39, H, carries 0.215; number 40, N, carries -0.149; number 41, N, carries -0.598; number 42, C, carries -0.398; number 43, H, carries 0.400; number 44, C, carries -0.404; number 45, H, carries 0.210; number 46, H, carries 0.213; number 47, N, carries -0.441; number 48, H, carries 0.219

=====

Among the records above, which one has the highest E? C5H10O2

=====

E of number 4 (C18H22AsBrNO2PtS2)? -180409.41721 eV

=====

Which value of maximum force does entry 3 give? 0.43 eV/Å